Entry from the OMol25 dataset: a 6-piece molecular cluster, C50H112N5O3P overall in a non-equilibrium geometry (ωB97M-V/def2-TZVPD).

## Properties
- Largest force on an atom: 3.6 eV/Å
- HOMO energy (alpha / beta): -7.7 / -14.4 eV

```
! RIJCOSX wB97M-V def2-TZVPD def2/J DEFGRID3
* xyz 3 2
N -19.62 -5.70 -9.74
O -18.44 -5.75 -9.51
O -20.41 -6.13 -8.89
O -20.07 -5.28 -10.78
C -18.07 -2.17 -10.21
C -17.89 -2.80 -11.62
C -16.50 -3.39 -11.81
C -16.01 -3.39 -13.32
P -16.39 -4.97 -14.21
C -16.28 -4.73 -15.98
C -15.02 -5.08 -16.75
C -15.24 -5.33 -18.24
C -16.18 -6.35 -18.69
C -17.99 -5.67 -13.69
C -19.27 -4.93 -14.11
C -19.60 -5.03 -15.64
C -20.99 -4.46 -15.93
C -15.07 -6.11 -13.75
C -14.99 -6.35 -12.26
C -13.89 -7.44 -11.99
C -13.67 -7.66 -10.42
H -17.97 -3.04 -9.57
H -19.12 -1.87 -10.09
H -17.29 -1.42 -10.08
H -18.12 -2.07 -12.41
H -18.62 -3.59 -11.76
H -16.28 -4.29 -11.23
H -15.79 -2.80 -11.23
H -14.94 -3.20 -13.35
H -16.48 -2.52 -13.79
H -16.66 -3.72 -16.17
H -16.93 -5.58 -16.20
H -14.65 -6.08 -16.54
H -14.21 -4.35 -16.69
H -14.27 -5.60 -18.64
H -15.42 -4.35 -18.70
H -17.18 -6.02 -19.00
H -16.07 -7.18 -17.99
H -15.76 -6.62 -19.65
H -17.98 -5.78 -12.60
H -18.12 -6.66 -14.12
H -19.21 -3.88 -13.85
H -20.09 -5.33 -13.50
H -19.65 -6.09 -15.89
H -18.86 -4.45 -16.19
H -21.87 -4.99 -15.57
H -21.19 -4.41 -17.01
H -21.14 -3.46 -15.54
H -14.10 -5.79 -14.13
H -15.08 -7.09 -14.22
H -15.87 -6.86 -11.86
H -14.66 -5.45 -11.73
H -12.90 -7.20 -12.37
H -14.09 -8.40 -12.46
H -12.95 -8.44 -10.19
H -14.61 -7.84 -9.91
H -13.16 -6.81 -9.97
C -15.75 -12.02 -11.88
C -16.06 -10.76 -10.97
C -17.50 -10.83 -10.38
C -18.53 -11.16 -11.46
N -19.82 -10.29 -11.25
C -19.48 -8.77 -11.49
C -20.58 -8.23 -12.31
C -21.77 -9.18 -12.30
C -20.98 -10.54 -12.22
C -20.60 -10.48 -9.92
H -14.73 -12.35 -11.70
H -15.89 -11.68 -12.91
H -16.47 -12.83 -11.79
H -16.12 -9.80 -11.48
H -15.34 -10.80 -10.15
H -17.73 -9.83 -10.01
H -17.52 -11.51 -9.53
H -18.72 -12.23 -11.36
H -18.29 -10.92 -12.49
H -19.54 -8.37 -10.48
H -18.52 -8.47 -11.89
H -20.94 -7.30 -11.88
H -20.21 -8.14 -13.33
H -22.43 -8.98 -11.45
H -22.43 -9.18 -13.16
H -21.52 -11.47 -12.01
H -20.39 -10.59 -13.14
H -19.93 -10.48 -9.06
H -20.94 -11.52 -9.82
H -21.43 -9.78 -9.85
C -21.38 -3.29 -7.22
C -22.73 -2.80 -7.75
C -23.07 -3.34 -9.13
C -22.23 -2.64 -10.18
N -22.78 -2.65 -11.61
C -24.05 -1.78 -11.54
C -24.02 -0.78 -12.70
C -22.78 -1.07 -13.49
C -21.92 -1.71 -12.43
C -22.99 -4.03 -12.26
H -21.06 -2.78 -6.31
H -20.55 -3.10 -7.90
H -21.51 -4.28 -6.77
H -22.84 -1.72 -7.70
H -23.45 -3.14 -7.00
H -24.10 -3.35 -9.47
H -22.69 -4.36 -9.10
H -21.25 -3.13 -10.25
H -22.00 -1.60 -9.94
H -24.93 -2.40 -11.67
H -24.22 -1.22 -10.62
H -24.92 -0.66 -13.30
H -24.05 0.21 -12.24
H -23.09 -1.84 -14.21
H -22.36 -0.23 -14.05
H -21.08 -2.19 -12.93
H -21.45 -0.91 -11.86
H -23.63 -4.50 -11.52
H -22.00 -4.45 -12.45
H -23.60 -3.92 -13.16
C -26.63 -5.12 -3.87
C -26.42 -5.23 -5.42
C -26.07 -6.61 -5.81
N -25.77 -6.86 -7.36
C -26.99 -6.33 -8.16
C -25.50 -8.38 -7.66
C -24.01 -8.63 -7.30
C -23.38 -7.27 -7.25
C -24.41 -6.15 -7.77
H -27.24 -5.95 -3.51
H -27.18 -4.25 -3.53
H -25.62 -5.05 -3.46
H -25.77 -4.48 -5.87
H -27.36 -4.95 -5.90
H -26.84 -7.24 -5.36
H -25.13 -6.82 -5.32
H -26.88 -6.64 -9.19
H -26.86 -5.26 -7.97
H -27.89 -6.69 -7.67
H -25.79 -8.55 -8.70
H -26.04 -9.02 -6.97
H -23.57 -9.26 -8.06
H -23.87 -9.15 -6.36
H -22.56 -7.34 -7.96
H -23.02 -7.04 -6.24
H -24.46 -6.03 -8.85
H -24.31 -5.17 -7.30
C -17.65 -2.14 -5.87
C -17.08 -3.45 -5.32
C -17.67 -4.65 -5.94
N -17.34 -6.05 -5.24
C -17.66 -6.21 -3.76
C -18.15 -7.07 -6.08
C -17.34 -8.37 -5.97
C -15.88 -7.99 -5.66
C -15.89 -6.49 -5.47
H -17.69 -2.13 -6.96
H -17.12 -1.24 -5.59
H -18.67 -2.03 -5.49
H -17.26 -3.27 -4.26
H -15.99 -3.51 -5.39
H -17.22 -4.79 -6.92
H -18.75 -4.71 -6.12
H -17.14 -5.41 -3.23
H -17.50 -7.20 -3.33
H -18.73 -6.00 -3.70
H -19.15 -7.16 -5.64
H -18.14 -6.71 -7.11
H -17.74 -9.12 -5.29
H -17.44 -8.80 -6.97
H -15.50 -8.49 -4.77
H -15.19 -8.44 -6.37
H -15.21 -5.95 -4.81
H -15.59 -5.96 -6.37
*
```